<a>
# C3H11N2

A cluster of 2 separate species, C3H11N2 in total (the ωB97M-V functional and the def2-TZVPD basis, OMol25).

The calculation puts the HOMO energy at -13.23 eV. For the orbital gap, the calculation gives 0.36671 Ha. As for the charge: +1.

The geometry in XYZ format:
```
16
C3H11N2 (the ωB97M-V functional and the def2-TZVPD basis)
C -0.839 -1.418 -2.652
N -0.593 -0.173 -2.574
H -1.550 -1.627 -3.454
H -0.477 -2.269 -2.090
H 0.942 0.296 -0.032
H -0.719 0.294 -3.467
C -0.263 -0.612 1.337
N 0.894 0.270 0.995
C 0.709 1.665 1.540
H -1.057 -0.113 0.742
H -0.443 -0.429 2.389
H -0.248 -1.604 0.888
H 1.781 -0.166 1.258
H 1.414 2.426 1.235
H -0.320 1.902 1.252
H 0.768 1.557 2.631
```


<b>
# C3H11N2

A cluster of 2 separate species, C3H11N2 in total (the ωB97M-V functional and the def2-TZVPD basis, OMol25).

The calculation puts the HOMO energy at -14.36 eV. For the orbital gap, the calculation gives 0.38129 Ha. As for the charge: +1.

The geometry in XYZ format:
```
16
C3H11N2 (the ωB97M-V functional and the def2-TZVPD basis)
C -1.390 0.747 0.585
N -0.651 1.469 1.393
H -1.843 1.180 -0.344
H -1.768 -0.258 0.813
H -0.337 1.161 2.294
H -0.280 2.379 1.141
C 1.654 -0.041 -0.316
N 0.197 0.013 -0.721
C -0.342 -1.365 -0.594
H 2.329 0.175 -1.172
H 1.781 0.773 0.430
H 2.091 -1.055 0.052
H 0.164 0.234 -1.734
H -0.312 -1.762 0.412
H 0.012 -2.288 -1.132
H -1.305 -1.364 -1.106
```


<c>
# C3H11N2

A cluster of 2 separate species, C3H11N2 in total (the ωB97M-V functional and the def2-TZVPD basis, OMol25).

The calculation puts the HOMO energy at -14.75 eV. For the orbital gap, the calculation gives 0.39225 Ha. As for the charge: +1.

The geometry in XYZ format:
```
16
C3H11N2 (the ωB97M-V functional and the def2-TZVPD basis)
C 0.273 -2.027 0.271
C -0.332 1.658 1.089
C -0.327 -0.683 0.376
N 0.123 0.528 -1.836
N 0.128 0.297 1.086
H 1.293 -1.926 0.223
H -0.200 -2.794 -0.354
H 0.141 -2.453 1.327
H -0.049 2.364 1.909
H 0.167 2.127 0.193
H -1.392 1.687 1.003
H -1.198 -0.544 -0.177
H 0.890 1.030 -2.246
H -0.684 0.991 -2.288
H 1.007 0.270 1.614
H 0.160 -0.525 -2.191
```


The computed energies, referenced to the most stable structure and given in eV, are <a> 0.723; <b> 1.072; <c> 0.000.


<a>
# C3H11N2

A cluster of 2 separate species, C3H11N2 in total (the ωB97M-V functional and the def2-TZVPD basis, OMol25).

The calculation puts the HOMO energy at -14.56 eV. For the orbital gap, the calculation gives 0.41684 Ha. As for the charge: +1.

The geometry in XYZ format:
```
16
C3H11N2 (the ωB97M-V functional and the def2-TZVPD basis)
C 2.017 -1.334 -0.807
N 0.564 -1.089 -0.908
H 2.268 -2.385 -0.949
H 2.550 -0.823 -1.609
H 2.369 -0.959 0.149
H -0.001 0.356 -0.154
H 0.051 -1.879 -0.519
H 0.240 -1.122 -1.873
C -1.713 0.467 1.729
C -1.668 1.341 0.732
N -0.431 1.334 -0.077
H -0.858 -0.101 2.076
H -2.578 0.410 2.376
H -2.488 1.966 0.423
H 0.227 1.984 0.365
H -0.549 1.835 -0.955
```


<b>
# C3H11N2

The ion C3H11N2 with charge +1 (the ωB97M-V functional and the def2-TZVPD basis, OMol25).

The calculation puts the HOMO energy at -14.89 eV. The SMILES is NCCC[NH3+]. For the orbital gap, the calculation gives 0.43558 Ha. As for the charge: +1.

The geometry in XYZ format:
```
16
C3H11N2 (the ωB97M-V functional and the def2-TZVPD basis)
N 0.314 -0.539 -1.408
C 1.349 -0.030 -0.451
C 0.623 0.826 0.570
C -0.546 0.081 1.206
N -1.594 -0.268 0.180
H 0.182 0.175 -2.120
H 0.613 -1.363 -1.920
H 2.120 0.516 -1.003
H 1.818 -0.892 0.015
H 0.299 1.757 0.115
H 1.284 1.069 1.404
H -0.956 0.672 2.020
H -0.240 -0.877 1.621
H -2.193 -0.991 0.553
H -0.914 -0.645 -0.656
H -2.159 0.509 -0.125
```


<c>
# C3H11N2

A cluster of 2 separate species, C3H11N2 in total (the ωB97M-V functional and the def2-TZVPD basis, OMol25).

The calculation puts the HOMO energy at -12.33 eV. For the orbital gap, the calculation gives 0.32153 Ha. As for the charge: +1.

The geometry in XYZ format:
```
16
C3H11N2 (the ωB97M-V functional and the def2-TZVPD basis)
C -1.148 2.240 0.279
N -0.353 1.173 0.972
H -0.451 2.932 -0.206
H -1.982 1.756 -0.229
H -1.639 2.843 1.061
H -0.786 0.869 1.842
H 0.602 1.396 1.277
H -0.116 0.412 0.302
C -0.191 -1.679 0.136
C 0.448 -1.960 -1.016
N 1.710 -1.394 -1.244
H 0.434 -1.272 0.923
H -1.227 -1.959 0.237
H 0.093 -2.399 -1.944
H 2.321 -1.786 -1.945
H 2.285 -1.171 -0.444
```


<d>
# C3H11N2

A cluster of 2 separate species, C3H11N2 in total (the ωB97M-V functional and the def2-TZVPD basis, OMol25).

The calculation puts the HOMO energy at -14.88 eV. For the orbital gap, the calculation gives 0.40301 Ha. As for the charge: +1.

The geometry in XYZ format:
```
16
C3H11N2 (the ωB97M-V functional and the def2-TZVPD basis)
C 2.049 1.208 -1.281
C 2.269 -0.290 -1.383
H 2.958 1.742 -1.565
H 1.250 1.538 -1.944
H 1.775 1.492 -0.263
H 2.969 -0.625 -0.617
H 2.677 -0.571 -2.350
H 1.353 -0.859 -1.243
N -0.854 -0.916 1.684
C -1.657 -0.005 1.208
N -2.131 0.031 -0.002
H -0.576 -1.709 1.116
H -0.404 -0.834 2.583
H -1.918 0.822 1.863
H -2.784 0.771 -0.223
H -1.959 -0.596 -0.775
```


The computed energies, referenced to the most stable structure and given in eV, are <a> 1.199; <b> 0.000; <c> 1.592; <d> 0.210.


<a>
# C3H9N4O

The ion C3H9N4O with charge +1 (the ωB97M-V functional and the def2-TZVPD basis, OMol25).

The calculation puts the HOMO energy at -13.02 eV. The SMILES is [H]/N=C/CN/C(O)=[NH+]/N. For the orbital gap, the calculation gives 0.36117 Ha. As for the charge: +1.

The geometry in XYZ format:
```
17
C3H9N4O (the ωB97M-V functional and the def2-TZVPD basis)
H -0.789 -1.985 2.182
N -0.567 -1.411 1.378
C -0.528 -1.960 0.251
C -0.180 -1.346 -1.065
N -0.326 0.082 -1.293
C 0.116 1.068 -0.488
O 0.301 2.291 -0.968
N 0.358 0.838 0.766
N 0.974 1.755 1.611
H -0.720 -3.030 0.120
H 0.862 -1.655 -1.253
H -0.797 -1.838 -1.819
H -0.496 0.324 -2.258
H 0.160 2.383 -1.918
H 0.023 -0.092 1.225
H 1.232 2.606 1.122
H 0.377 1.971 2.407
```


<b>
# C3H9N4O

The ion C3H9N4O with charge +1 (the ωB97M-V functional and the def2-TZVPD basis, OMol25).

The calculation puts the HOMO energy at -14.31 eV. The SMILES is NC1=N[NH2+]N[C@H]1CO. For the orbital gap, the calculation gives 0.40721 Ha. As for the charge: +1.

The geometry in XYZ format:
```
17
C3H9N4O (the ωB97M-V functional and the def2-TZVPD basis)
N -1.765 0.149 -0.987
C -0.562 0.584 -0.612
N -0.033 1.762 -0.733
N 1.370 1.630 -0.398
N 1.625 0.447 0.141
C 0.395 -0.425 -0.056
C -0.202 -1.135 1.099
O -1.266 -1.947 0.645
H -1.825 -0.811 -1.347
H -2.372 0.840 -1.425
H 1.851 1.655 -1.318
H 1.803 2.380 0.125
H 1.741 0.544 1.119
H 0.684 -1.083 -0.869
H -0.460 -0.321 1.694
H 0.604 -1.707 1.636
H -1.588 -2.563 1.285
```


The computed energies, referenced to the most stable structure and given in eV, are <a> 0.000; <b> 1.626.


<a>
# C2H10O3

A cluster of 3 separate species, C2H10O3 in total (the ωB97M-V functional and the def2-TZVPD basis, OMol25).

The calculation puts the HOMO energy at -10.51 eV. The SMILES is CCO.O.O. For the orbital gap, the calculation gives 0.41660 Ha.

The geometry in XYZ format:
```
15
C2H10O3 (the ωB97M-V functional and the def2-TZVPD basis)
C 1.622 -0.312 -0.797
C 1.533 0.812 0.252
O 0.205 0.838 0.708
H 1.838 0.146 -1.761
H 2.305 -1.142 -0.787
H 0.718 -0.670 -1.239
H 1.689 1.725 -0.381
H 2.286 0.884 1.026
H -0.415 0.655 -0.031
O -2.596 0.051 -1.095
H -3.006 -0.473 -1.791
H -2.555 -0.621 -0.357
O -1.395 -0.932 1.854
H -1.566 -0.666 2.763
H -0.665 -0.294 1.637
```


<b>
# C2H10O3

A cluster of 3 separate species, C2H10O3 in total (the ωB97M-V functional and the def2-TZVPD basis, OMol25).

The calculation puts the HOMO energy at -10.30 eV. The SMILES is CCO.O.O. For the orbital gap, the calculation gives 0.40632 Ha.

The geometry in XYZ format:
```
15
C2H10O3 (the ωB97M-V functional and the def2-TZVPD basis)
C 0.057 0.263 -0.297
C -0.183 -0.982 0.539
O -1.527 -1.424 0.417
H 0.390 1.067 0.353
H 0.885 0.007 -0.950
H -0.845 0.569 -0.800
H -0.052 -0.841 1.588
H 0.442 -1.769 0.134
H -1.712 -2.168 -0.156
O -4.911 -1.709 0.605
H -5.650 -1.987 0.055
H -4.290 -1.285 0.004
O 5.666 3.702 -0.694
H 5.835 2.821 -1.033
H 5.895 3.738 0.236
```


The computed energies, referenced to the most stable structure and given in eV, are <a> 0.146; <b> 0.000.


<a>
# C4H9O3

A cluster of 2 separate species, C4H9O3 in total (the ωB97M-V functional and the def2-TZVPD basis, OMol25).

The calculation puts the HOMO energy at -3.62 eV. For the orbital gap, the calculation gives 0.28047 Ha. As for the charge: -1.

The geometry in XYZ format:
```
16
C4H9O3 (the ωB97M-V functional and the def2-TZVPD basis)
O 1.160 -0.445 2.761
C 1.317 -0.655 1.545
C 0.827 0.121 0.455
C 0.413 -0.872 -0.657
C -0.517 -0.064 -1.677
O -1.207 1.009 -1.291
H 1.753 -1.650 1.325
H 1.798 0.835 0.407
H 0.022 0.816 0.694
H 1.353 -1.203 -1.199
H -0.269 -1.671 -0.350
H 0.185 0.171 -2.443
H -1.259 -0.806 -2.132
H -2.424 1.203 1.191
H -1.536 1.553 0.103
O -1.616 1.659 1.268
```


<b>
# C4H9O3

A cluster of 2 separate species, C4H9O3 in total (the ωB97M-V functional and the def2-TZVPD basis, OMol25).

The calculation puts the HOMO energy at -4.31 eV. For the orbital gap, the calculation gives 0.30815 Ha. As for the charge: -1.

The geometry in XYZ format:
```
16
C4H9O3 (the ωB97M-V functional and the def2-TZVPD basis)
C 1.496 -2.035 -0.677
O 0.391 -1.898 0.338
H 0.440 -0.985 0.659
H 1.980 -3.107 -0.566
H 2.117 -1.134 -0.369
H 0.973 -2.010 -1.541
C -0.846 1.008 0.845
C -1.649 0.895 -0.418
C 0.610 1.501 0.475
O 0.701 2.539 -0.186
O 1.511 0.732 0.932
H -1.254 1.725 1.551
H -0.940 0.298 1.541
H -1.173 1.533 -1.249
H -2.648 1.086 -0.362
H -1.707 -0.149 -0.974
```


<c>
# C4H9O3

A cluster of 2 separate species, C4H9O3 in total (the ωB97M-V functional and the def2-TZVPD basis, OMol25).

The calculation puts the HOMO energy at -4.52 eV. For the orbital gap, the calculation gives 0.31813 Ha. As for the charge: -1.

The geometry in XYZ format:
```
16
C4H9O3 (the ωB97M-V functional and the def2-TZVPD basis)
C 1.580 -0.442 0.319
O 0.826 -1.493 -0.180
C 0.860 0.894 0.303
C 0.355 1.296 -1.077
H 2.467 -0.381 -0.328
H 1.899 -0.665 1.353
H 1.565 1.643 0.700
H 0.038 0.858 1.030
H -0.155 2.259 -1.041
H -0.340 0.549 -1.469
H 1.194 1.408 -1.773
O -2.648 -0.795 -0.729
C -2.549 -1.081 0.467
O -1.525 -1.320 1.151
H -3.508 -1.254 1.021
H -0.060 -1.475 0.253
```


<d>
# C4H9O3

A cluster of 2 separate species, C4H9O3 in total (the ωB97M-V functional and the def2-TZVPD basis, OMol25).

The calculation puts the HOMO energy at -4.51 eV. For the orbital gap, the calculation gives 0.31843 Ha. As for the charge: -1.

The geometry in XYZ format:
```
16
C4H9O3 (the ωB97M-V functional and the def2-TZVPD basis)
C 1.043 -1.520 -0.679
C 0.046 -1.805 0.394
O 2.022 -0.619 -0.177
H 1.681 -2.352 -0.977
H 0.460 -1.111 -1.491
H -0.869 -2.550 0.314
H 1.594 0.085 0.381
H -0.307 -0.756 0.678
H 0.633 -1.977 1.208
C -1.103 2.080 -0.540
C -0.549 1.409 0.782
O -1.331 0.933 1.558
O 0.754 1.312 0.887
H -2.188 2.001 -0.360
H -1.104 1.719 -1.512
H -0.783 3.154 -0.466
```


The computed energies, referenced to the most stable structure and given in eV, are <a> 3.237; <b> 1.749; <c> 0.000; <d> 1.314.